1.
C21H36N3OPdSSi3 | the ωB97M-V functional and the def2-TZVPD basis

energy relative to the best compared isomer or geometry (same formula, charge and spin): 4.6 kcal/mol
largest force on an atom: 0.019 Eh/bohr
DFT total energy: -66832.01798 eV
Kohn-Sham gap: 5.64 eV

Geometry as ORCA input:
```
! RIJCOSX wB97M-V def2-TZVPD def2/J DEFGRID3
* xyz -1 1
Pd 0.865 -0.153 0.197
C 1.098 -3.828 0.512
Si -0.416 -2.692 0.318
C -0.921 -2.164 2.089
C -1.798 -3.961 -0.059
C -0.294 -1.511 -1.080
Si 1.142 -1.501 -2.212
C 1.205 0.020 -3.347
C 0.970 -2.935 -3.466
C 2.931 -1.776 -1.615
Si -1.536 -0.183 -1.181
C -2.741 -0.047 0.278
C -2.699 -0.487 -2.667
C -1.025 1.671 -1.465
C -1.847 2.527 -2.208
C -1.513 3.860 -2.372
C -0.346 4.331 -1.790
C 0.420 3.434 -1.063
N 0.095 2.154 -0.897
H 0.936 -4.492 1.368
H 2.035 -3.289 0.667
H 1.225 -4.459 -0.372
H -0.331 -2.753 2.802
H -1.976 -2.387 2.278
H -0.755 -1.109 2.304
H -1.894 -4.729 0.717
H -1.609 -4.458 -1.015
H -2.764 -3.451 -0.143
H 0.255 0.165 -3.871
H 1.977 -0.139 -4.106
H 1.430 0.943 -2.809
H 0.016 -2.850 -3.996
H 0.966 -3.897 -2.943
H 1.775 -2.960 -4.208
H 3.229 -1.135 -0.780
H 3.595 -1.568 -2.463
H 3.094 -2.816 -1.322
H -3.159 -1.019 0.553
H -3.570 0.606 -0.012
H -2.263 0.376 1.163
H -2.964 -1.548 -2.649
H -2.196 -0.297 -3.620
H -3.627 0.093 -2.650
H -2.747 2.136 -2.663
H -2.148 4.521 -2.951
H -0.030 5.361 -1.896
H 1.344 3.753 -0.588
N 2.490 -0.937 2.629
C 1.781 0.130 3.054
N 1.129 0.895 2.227
C 0.429 1.872 2.921
C -0.413 2.824 2.351
C -1.051 3.736 3.174
C -0.866 3.717 4.556
C -0.040 2.771 5.139
C 0.594 1.856 4.313
S 1.666 0.549 4.750
H 2.198 -1.176 1.668
H 2.669 -1.690 3.271
H -0.561 2.819 1.283
H -1.708 4.475 2.734
H -1.378 4.438 5.181
H 0.101 2.742 6.212
O 3.422 2.076 0.172
H 2.531 1.721 0.340
H 3.576 1.827 -0.744
*
```

2.
C20H47N2O2P | the ωB97M-V functional and the def2-TZVPD basis

largest force on an atom: 0.119 Eh/bohr
DFT total energy: -37857.31395 eV
Kohn-Sham gap: 3.44 eV

Geometry as ORCA input:
```
! RIJCOSX wB97M-V def2-TZVPD def2/J DEFGRID3
* xyz 0 1
N -5.589 1.014 -1.579
C -4.548 0.759 -0.500
C -5.302 0.829 0.964
C -5.654 2.345 1.481
N -5.357 2.393 2.964
C -4.309 3.429 3.310
O -3.120 3.426 2.442
O -3.008 4.693 2.063
H -6.340 0.303 -1.391
H -6.020 1.951 -1.421
H -4.219 -0.380 -0.637
H -3.599 1.448 -0.573
H -6.304 0.213 0.988
H -4.538 0.362 1.752
H -6.835 2.469 1.360
H -5.178 3.207 0.850
H -3.918 3.149 4.402
H -4.747 4.532 3.426
H -2.830 4.731 1.078
C 2.109 -0.201 -4.498
C 0.968 -0.777 -3.668
C 0.391 0.241 -2.689
C 1.233 0.501 -1.441
P 1.247 -0.714 -0.144
C -0.497 -1.093 0.185
C -1.491 0.026 0.502
C -1.384 0.713 1.865
C -1.297 -0.229 3.055
C 1.860 0.007 1.356
C 3.295 0.467 1.536
C 4.356 -0.615 1.555
C 4.065 -1.790 2.478
C 1.896 -2.321 -0.532
C 3.324 -2.698 -0.920
C 4.092 -1.753 -1.840
C 4.317 -2.335 -3.224
H 2.911 0.187 -3.869
H 2.527 -0.983 -5.142
H 1.753 0.606 -5.135
H 1.297 -1.673 -3.146
H 0.177 -1.094 -4.355
H -0.607 -0.094 -2.395
H 0.245 1.193 -3.217
H 0.819 1.408 -0.979
H 2.252 0.784 -1.716
H -0.541 -1.867 0.956
H -0.862 -1.590 -0.723
H -2.499 -0.403 0.432
H -1.436 0.797 -0.274
H -2.264 1.354 1.999
H -0.541 1.405 1.875
H -2.258 -0.721 3.227
H -1.035 0.333 3.958
H -0.538 -1.004 2.930
H 1.572 -0.623 2.201
H 1.295 0.931 1.474
H 3.356 1.012 2.488
H 3.542 1.191 0.749
H 5.320 -0.177 1.825
H 4.486 -0.960 0.537
H 4.154 -1.487 3.523
H 4.784 -2.594 2.291
H 3.069 -2.211 2.323
H 1.244 -2.737 -1.307
H 1.668 -2.935 0.353
H 3.294 -3.701 -1.368
H 3.908 -2.855 -0.010
H 5.087 -1.561 -1.420
H 3.605 -0.784 -1.906
H 5.017 -3.175 -3.181
H 4.749 -1.577 -3.885
H 3.384 -2.694 -3.665
*
```

Number 1: LUMO 2.43 eV. Number 2: LUMO -0.32 eV.